C16H15NO3S | ωB97M-V/def2-TZVPD

CARTESIAN COORDINATES (ANGSTROEM)
S1 1.716 3.877 0.391
O1 3.296 1.749 -0.840
O2 -3.100 -2.494 -1.183
O3 -0.790 -3.684 -2.371
N1 1.753 0.215 -1.372
C1 -1.884 -1.857 -1.214
C2 2.313 1.115 -0.514
C3 0.961 2.535 2.710
C4 -3.182 -3.573 -2.088
C5 -0.588 0.102 -0.680
C6 0.767 1.379 3.444
C7 0.964 5.233 1.346
C8 -1.779 -0.595 -0.645
C9 -0.760 -2.431 -1.816
C10 0.532 -0.463 -1.286
C11 1.445 2.466 1.409
C12 -1.924 -4.435 -1.995
C13 1.715 1.211 0.847
C14 0.433 -1.726 -1.857
C15 1.527 0.060 1.601
C16 1.051 0.139 2.897
H1 1.535 5.425 2.249
H2 -2.657 -0.167 -0.190
H3 1.283 -2.187 -2.337
H4 0.744 3.487 3.166
H5 -0.535 1.091 -0.258
H6 -0.072 5.002 1.574
H7 1.013 6.100 0.694
H8 -4.073 -4.140 -1.814
H9 -1.808 -4.795 -0.964
H10 1.762 -0.900 1.166
H11 2.299 0.048 -2.209
H12 -1.973 -5.284 -2.677
H13 0.907 -0.759 3.477
H14 0.395 1.452 4.455
H15 -3.286 -3.195 -3.114

Output
Energy above the lowest of the compared OMol25 structures with the same formula, charge and spin   144.15 kJ/mol
SMILES string   CSc1ccccc1C(=O)Nc1ccc2c(c1)OCCO2
Frontier orbital gap   0.322 Ha
E   -35303.2312 eV
LUMO energy   0.7 eV